No. 1
ORCA calculation (wB97M-V/def2-TZVPD) on a structure of composition C32H27BrN6O4SSr.

**Net charge**: 0
**Energy relative to the best compared isomer or geometry (same formula, charge and spin)**: 1.904 eV
**E_tot**: -4868.0569 Ha
**HOMO energy**: -6.5 eV
**Orbital gap**: 0.21692 Ha
**LUMO**: -0.593 eV

Geometry as XYZ:
```
72
Properties=species:S:1:pos:R:3:forces:R:3:lowdin_charge:R:1
Sr -1.314 -0.376 -0.630 0.029 -0.367 -0.354 1.49
C 7.426 -0.404 -3.003 -0.014 0.003 0.019 -0.04
C 6.024 -0.303 -2.472 0.021 -0.001 -0.013 -0.26
C 5.093 0.539 -3.073 -0.018 0.015 -0.002 -0.02
C 3.802 0.648 -2.580 0.027 -0.005 0.008 -0.03
C 3.446 -0.105 -1.473 0.025 0.008 0.007 -0.31
C 4.352 -0.961 -0.856 -0.016 0.032 -0.028 -0.06
C 5.637 -1.050 -1.358 -0.008 -0.006 0.019 -0.03
S 1.809 0.012 -0.837 -0.207 0.012 -0.114 0.79
O 1.010 0.786 -1.788 0.068 -0.064 0.094 -0.35
O 0.515 1.404 0.963 -0.029 -0.012 -0.063 -0.08
N 1.300 -1.325 -0.319 0.181 0.023 0.133 -0.27
C 1.427 -2.569 -1.102 -0.045 0.090 -0.072 -0.17
C 0.119 -2.980 -1.818 -0.023 0.159 -0.064 -0.71
O -0.142 -4.178 -1.890 0.007 -0.007 -0.011 0.00
O -0.562 -2.005 -2.284 -0.154 -0.036 0.214 -0.23
H 7.492 -0.021 -4.020 0.006 0.001 0.000 0.08
H 7.774 -1.437 -2.999 -0.002 0.000 -0.001 0.08
H 8.112 0.176 -2.381 0.004 0.001 -0.005 0.09
H 5.381 1.113 -3.945 0.001 0.001 0.002 0.12
H 3.069 1.294 -3.044 -0.001 -0.003 -0.001 0.12
H 4.038 -1.559 -0.010 0.014 -0.007 0.001 0.12
H 6.347 -1.721 -0.892 0.005 0.002 -0.005 0.12
H 1.726 -3.368 -0.427 -0.031 0.004 0.016 0.11
H 2.194 -2.484 -1.881 0.015 -0.018 0.015 0.12
C 2.771 3.426 0.547 -0.011 0.020 0.000 -0.07
C 2.899 2.099 0.620 0.000 -0.053 0.039 -0.07
C 1.843 1.057 0.695 0.058 0.022 -0.019 -0.34
C -0.196 2.471 0.371 0.136 0.032 0.034 -0.34
C 0.304 3.815 0.347 -0.095 -0.037 0.005 0.00
C 1.573 4.236 0.445 0.020 0.065 0.001 -0.08
N -1.376 2.101 0.028 0.041 -0.108 0.080 -0.07
N -2.302 2.977 -0.357 -0.036 0.096 -0.053 0.02
C -3.421 2.361 -0.817 0.056 -0.091 0.011 -0.37
C -4.534 3.187 -1.117 -0.040 0.032 -0.008 -0.03
C -5.691 2.630 -1.586 0.001 0.026 0.004 -0.09
C -5.772 1.241 -1.773 0.022 -0.026 0.005 -0.10
C -4.653 0.504 -1.475 -0.043 0.007 -0.005 -0.18
N -3.501 1.018 -1.016 0.054 0.103 0.043 -0.03
H 3.699 3.987 0.556 0.005 -0.005 0.004 0.11
H 3.900 1.688 0.688 0.002 0.007 0.002 0.11
H 2.100 0.328 1.465 -0.001 0.015 0.015 0.13
H -0.485 4.541 0.191 -0.013 -0.010 -0.003 0.11
H 1.741 5.305 0.400 0.004 -0.004 0.001 0.10
H -4.430 4.251 -0.959 -0.004 -0.001 -0.001 0.10
H -6.543 3.260 -1.812 0.006 0.008 0.004 0.10
H -6.667 0.765 -2.145 0.004 -0.007 0.001 0.09
H -4.660 -0.574 -1.615 -0.001 0.000 -0.001 0.10
Br 0.715 2.587 6.052 -0.005 -0.001 -0.007 0.73
C -0.098 1.428 4.794 0.011 0.008 0.010 -0.69
C -1.365 1.715 4.321 0.006 -0.015 -0.006 -0.11
C -1.955 0.865 3.395 -0.029 0.018 -0.024 -0.01
C -1.268 -0.253 2.948 0.036 0.017 0.042 -0.29
C 0.012 -0.524 3.419 -0.009 -0.042 -0.027 -0.03
C 0.596 0.309 4.356 -0.013 0.021 0.010 -0.12
N -1.800 -1.079 1.926 -0.047 0.064 0.015 0.04
C -2.772 -1.852 2.169 -0.007 -0.016 -0.005 -0.06
C -3.301 -2.750 1.119 0.008 -0.013 -0.014 -0.26
C -4.206 -3.745 1.437 0.000 -0.001 0.007 -0.01
C -4.581 -4.638 0.439 -0.013 -0.009 0.008 -0.05
C -4.028 -4.507 -0.818 0.007 0.000 -0.005 -0.02
C -3.135 -3.463 -1.055 -0.004 0.015 0.000 -0.10
N -2.799 -2.593 -0.113 0.033 0.041 0.050 0.05
H -1.887 2.599 4.660 -0.002 0.000 0.001 0.11
H -2.930 1.097 2.985 0.002 0.001 0.000 0.12
H 0.544 -1.385 3.032 0.008 0.005 0.011 0.12
H 1.586 0.102 4.737 0.001 -0.006 -0.004 0.10
H -3.213 -1.925 3.167 -0.012 -0.002 -0.005 0.14
H -4.595 -3.830 2.443 0.006 0.003 0.000 0.11
H -5.282 -5.434 0.654 0.001 0.000 -0.001 0.11
H -4.266 -5.199 -1.612 0.003 0.006 -0.006 0.11
H -2.648 -3.329 -2.015 -0.003 -0.006 -0.003 0.11
```
Positions in Å, forces in eV/Å.

***

No. 2
ORCA calculation (wB97M-V/def2-TZVPD) on a structure of composition C32H27Cl4N5O2PSV.

**Net charge**: -1
**Energy relative to the best compared isomer or geometry (same formula, charge and spin)**: 0.792 eV
**E_tot**: -5184.2742 Ha
**HOMO energy (alpha / beta)**: -3.9 / -3.9 eV
**Orbital gap (alpha / beta)**: 0.22704 / 0.22782 Ha
**Spin multiplicity**: 4
**⟨S²⟩**: 3.76
**LUMO (alpha / beta)**: 2.281 / 2.280 eV

Geometry as XYZ:
```
73
Properties=species:S:1:pos:R:3:forces:R:3:lowdin_spin:R:1
V 0.176 -0.650 0.820 -0.025 -0.039 -0.213 2.79
Cl 2.642 -1.508 1.152 -0.011 0.089 0.002 0.01
C 2.593 -2.686 2.467 0.084 -0.012 -0.264 0.01
C 2.792 -4.003 2.104 -0.040 -0.006 0.047 0.00
C 2.770 -4.979 3.088 0.016 -0.005 -0.006 0.00
C 2.540 -4.591 4.402 -0.022 0.051 -0.012 0.00
C 2.334 -3.261 4.718 0.011 -0.006 0.063 0.00
Cl 2.011 -2.890 6.392 0.017 -0.002 -0.033 0.00
C 2.352 -2.205 3.770 -0.134 0.040 0.069 0.00
S 2.004 -0.566 4.106 0.044 -0.016 0.074 0.01
H 2.944 -4.255 1.063 -0.011 -0.014 -0.014 0.00
H 2.921 -6.019 2.835 -0.003 -0.009 -0.002 0.00
H 2.508 -5.325 5.196 0.000 -0.007 0.009 0.00
O 0.518 -4.349 -1.192 -0.019 -0.137 -0.012 0.01
C 0.459 -3.147 -1.001 -0.027 0.116 0.069 0.01
O -0.162 -2.565 -0.033 0.053 -0.061 -0.053 0.03
C 1.175 -2.206 -1.991 -0.003 0.034 -0.063 0.00
P 0.577 -0.496 -1.731 -0.075 -0.025 0.019 0.02
C -0.977 -0.452 -2.716 0.013 -0.046 0.038 0.00
C -1.994 -1.361 -2.405 0.024 0.030 -0.021 0.00
C -3.222 -1.290 -3.044 0.017 -0.001 0.013 0.00
C -3.462 -0.311 -4.000 0.010 -0.006 0.009 0.00
C -2.456 0.585 -4.324 0.024 0.006 0.010 0.00
C -1.221 0.513 -3.689 -0.024 0.001 0.013 0.00
C 1.678 0.577 -2.701 0.011 -0.014 0.007 0.00
C 2.575 0.093 -3.649 0.026 0.008 -0.035 0.00
C 3.386 0.969 -4.359 -0.011 -0.003 0.015 0.00
C 3.302 2.335 -4.132 -0.017 -0.006 0.019 0.00
C 2.409 2.825 -3.188 -0.003 -0.006 0.001 0.00
C 1.606 1.951 -2.471 -0.003 0.017 0.000 0.00
H 1.043 -2.575 -3.009 0.006 -0.007 0.037 0.00
H 2.241 -2.238 -1.746 -0.024 0.026 -0.007 0.00
H -1.833 -2.107 -1.638 0.003 -0.003 0.003 0.00
H -3.998 -2.000 -2.784 -0.006 -0.004 -0.001 0.00
H -4.426 -0.252 -4.490 -0.013 0.001 -0.007 0.00
H -2.626 1.345 -5.077 -0.001 0.005 -0.005 0.00
H -0.451 1.225 -3.955 0.022 0.006 0.005 0.00
H 2.646 -0.970 -3.838 -0.004 0.003 0.002 0.00
H 4.085 0.582 -5.089 0.005 -0.004 -0.005 0.00
H 3.936 3.017 -4.683 0.009 0.006 -0.008 0.00
H 2.346 3.888 -2.993 0.004 0.008 -0.002 0.00
H 0.931 2.332 -1.713 0.001 -0.009 -0.004 0.00
Cl -2.910 -3.887 2.108 0.019 -0.016 0.002 0.00
C -1.158 -3.760 2.408 -0.014 0.003 0.022 0.00
Cl -0.684 -2.147 2.976 -0.112 0.136 0.070 0.01
H -0.641 -3.940 1.472 -0.007 -0.007 0.013 0.00
H -0.906 -4.451 3.202 0.016 -0.011 -0.030 0.00
N -3.929 2.507 -0.650 0.025 -0.008 0.041 0.00
N -3.370 1.349 -0.129 -0.049 0.027 -0.027 0.01
N -4.072 0.475 0.565 0.075 -0.056 -0.008 0.00
C -3.138 -0.400 0.892 -0.034 -0.009 0.019 0.01
N -1.935 -0.048 0.402 0.194 -0.034 0.042 0.01
N -2.106 1.071 -0.247 0.015 0.021 0.071 0.02
H -3.716 3.256 0.007 0.009 -0.012 -0.027 0.00
H -3.436 2.691 -1.518 -0.017 -0.004 0.006 0.00
H -3.305 -1.285 1.481 -0.018 0.020 -0.009 0.00
C -2.156 4.253 2.939 -0.007 -0.031 0.017 0.00
C -2.339 2.863 3.131 0.003 0.048 -0.005 0.01
C -1.416 1.982 2.640 0.006 -0.035 -0.026 0.00
C -0.271 2.402 1.910 -0.014 -0.078 -0.035 0.01
C 0.616 1.436 1.309 -0.034 0.084 0.148 -0.01
C 1.769 1.982 0.779 0.046 -0.045 -0.033 0.02
C 2.046 3.369 0.734 -0.024 -0.028 0.011 0.00
C 1.134 4.273 1.196 -0.022 -0.033 0.013 0.02
C -0.059 3.802 1.802 0.013 0.059 -0.010 0.00
C -1.031 4.704 2.309 0.016 -0.025 -0.020 0.00
H -2.884 4.954 3.328 -0.008 0.002 0.001 0.00
H -3.195 2.502 3.687 -0.012 -0.006 0.012 0.00
H -1.529 0.921 2.831 -0.004 -0.002 -0.020 0.00
H 2.516 1.326 0.334 -0.004 0.007 0.011 0.00
H 2.978 3.713 0.298 0.015 0.003 -0.004 0.00
H 1.312 5.341 1.133 0.002 0.015 -0.001 0.00
H -0.855 5.769 2.197 0.001 0.013 -0.001 0.00
```
Positions in Å, forces in eV/Å.

***

No. 3
ORCA calculation (wB97M-V/def2-TZVPD) on a structure of composition C32H27F5FeGeN3O3S.

**Net charge**: +1
**Energy relative to the best compared isomer or geometry (same formula, charge and spin)**: 0.710 eV
**E_tot**: -5863.6085 Ha
**HOMO energy (alpha / beta)**: -10.9 / -11.1 eV
**Orbital gap (alpha / beta)**: 0.26138 / 0.25965 Ha
**Spin multiplicity**: 5
**⟨S²⟩**: 6.02
**LUMO (alpha / beta)**: -3.803 / -4.056 eV

Geometry as XYZ:
```
73
Properties=species:S:1:pos:R:3:forces:R:3:lowdin_spin:R:1
Fe -1.527 0.503 -0.020 -0.615 -0.195 0.387 3.67
C -5.324 -0.826 -2.583 -0.004 -0.075 -0.043 0.00
N -5.010 0.354 -1.780 0.016 0.020 0.070 0.00
C -5.902 1.359 -1.574 0.027 0.120 0.071 0.00
C -5.611 2.427 -0.799 -0.005 -0.123 -0.059 0.00
C -4.326 2.456 -0.181 -0.045 -0.023 -0.030 0.01
N -3.449 1.486 -0.418 -0.058 0.114 -0.222 0.04
C -3.777 0.435 -1.199 0.108 0.032 0.010 0.01
O -2.918 -0.459 -1.355 0.028 0.036 -0.059 0.04
N -3.971 3.439 0.641 0.029 0.043 0.018 0.00
H -6.368 -0.772 -2.878 0.003 -0.014 -0.011 0.00
H -5.151 -1.721 -1.989 -0.007 0.009 -0.031 0.00
H -4.689 -0.853 -3.466 -0.015 -0.022 0.017 0.00
H -6.858 1.244 -2.065 -0.020 0.009 -0.001 0.00
H -6.334 3.210 -0.641 -0.024 0.027 0.010 0.00
H -4.627 4.152 0.906 -0.004 0.006 0.001 0.00
H -3.107 3.369 1.154 -0.003 -0.004 -0.016 0.00
O 3.655 -1.590 -5.802 -0.002 0.052 0.011 0.00
C 2.538 -1.979 -5.155 0.007 -0.099 -0.036 0.00
O 2.055 -3.054 -5.371 0.027 0.065 0.021 0.00
C 1.956 -1.019 -4.164 -0.168 -0.006 0.060 0.00
C 2.687 -0.018 -3.539 -0.049 -0.030 -0.013 0.00
C 2.089 0.790 -2.587 -0.041 -0.021 -0.132 0.01
C 0.746 0.624 -2.241 0.662 0.494 -0.063 0.02
S 0.161 1.752 -0.974 -0.081 -0.853 0.338 0.08
C 0.005 -0.350 -2.906 -0.248 0.049 0.090 0.01
C 0.610 -1.172 -3.838 0.075 0.020 -0.066 0.00
H 3.849 -0.661 -5.623 -0.005 -0.048 -0.023 0.00
H 3.742 0.122 -3.745 0.021 0.015 0.002 0.00
H 2.671 1.552 -2.091 -0.018 -0.008 -0.135 0.00
H -1.045 -0.488 -2.691 -0.075 0.008 0.059 0.00
H 0.046 -1.951 -4.331 -0.025 -0.021 -0.016 0.00
F -1.537 -1.199 2.454 -0.031 -0.052 -0.024 0.01
C -2.155 -0.058 1.963 -0.293 -0.146 -0.333 0.04
F -1.871 0.944 2.873 0.037 0.212 0.087 0.01
C -3.654 -0.346 2.194 0.007 0.031 0.049 0.01
F -4.381 0.785 2.119 -0.002 0.079 0.026 0.00
F -3.904 -0.888 3.385 0.057 -0.032 0.071 0.00
F -4.130 -1.185 1.259 0.034 -0.068 -0.099 0.00
C 5.355 1.422 -0.979 -0.001 0.124 -0.013 0.00
C 4.491 2.403 -0.497 0.142 -0.001 -0.019 0.00
C 3.339 2.044 0.172 -0.078 0.022 0.213 0.00
C 3.027 0.697 0.364 0.146 -0.356 0.088 0.00
C 3.892 -0.278 -0.131 0.031 0.050 0.104 0.00
C 5.059 0.086 -0.793 -0.043 -0.091 0.002 0.00
Ge 1.506 0.038 1.345 0.278 0.530 -0.136 0.01
C 1.357 0.751 3.121 0.194 0.194 -0.061 0.00
C 2.303 1.737 3.436 -0.029 -0.016 0.004 0.00
C 2.433 2.202 4.734 0.008 0.046 -0.042 0.00
C 1.625 1.688 5.733 -0.029 -0.015 0.057 0.00
C 0.691 0.705 5.437 -0.010 0.042 0.069 0.00
C 0.550 0.240 4.143 0.050 -0.091 -0.125 0.00
C 1.040 -1.787 1.045 -0.080 0.011 0.018 0.01
C 0.916 -2.314 -0.240 0.139 0.160 -0.166 0.00
C 0.662 -3.664 -0.418 -0.023 -0.011 -0.009 0.00
C 0.553 -4.494 0.688 -0.008 -0.029 -0.016 0.00
C 0.696 -3.981 1.970 -0.013 -0.024 0.024 0.00
C 0.925 -2.630 2.156 0.003 0.011 -0.104 0.00
H 6.259 1.709 -1.499 0.033 0.018 -0.012 0.00
H 4.721 3.448 -0.648 0.017 0.050 -0.001 0.00
H 2.669 2.819 0.522 -0.035 -0.004 -0.007 0.00
H 3.670 -1.330 0.004 -0.025 -0.023 -0.016 0.00
H 5.729 -0.678 -1.163 0.016 -0.031 -0.021 0.00
H 2.964 2.129 2.677 0.009 -0.001 -0.016 0.00
H 3.170 2.959 4.961 0.017 0.021 0.009 0.00
H 1.725 2.049 6.748 0.006 0.000 0.022 0.00
H 0.065 0.298 6.219 -0.014 -0.006 0.016 0.00
H -0.189 -0.513 3.936 0.007 -0.018 0.016 0.00
H 1.043 -1.676 -1.110 -0.014 -0.098 0.128 0.00
H 0.565 -4.064 -1.417 0.001 -0.024 -0.036 0.00
H 0.364 -5.549 0.550 -0.004 -0.032 -0.004 0.00
H 0.621 -4.636 2.826 -0.005 -0.020 0.027 0.00
H 1.022 -2.241 3.160 0.014 0.017 0.023 0.00
```
Positions in Å, forces in eV/Å.